{
  "formula": "C14H16BeN3O4S5",
  "method": "wB97M-V/def2-TZVPD",
  "elements": ["Be", "S", "S", "S", "S", "C", "C", "O", "N", "C", "C", "C", "C", "C", "C", "N", "H", "H", "H", "H", "H", "H", "H", "H", "H", "H", "N", "C", "C", "C", "C", "C", "C", "S", "O", "O", "O", "H", "H", "H", "H", "H", "H"],
  "coordinates": [[0.1914, -0.4670, 0.2528], [1.9639, 0.4214, -0.4576], [2.5117, 1.3179, 1.3387], [1.8874, -0.0915, 2.6845], [-0.1506, -0.0946, 2.3008], [-3.5632, 0.0149, -0.8207], [-2.1350, 0.4161, -1.0575], [-1.2148, -0.2596, -0.5786], [-1.9213, 1.4659, -1.8460], [-0.6146, 2.0947, -1.9851], [-0.3533, 3.0833, -0.8686], [0.4454, 4.2006, -1.0568], [0.7337, 4.9940, 0.0428], [0.2181, 4.6423, 1.2774], [-0.5870, 3.5151, 1.3597], [-0.8828, 2.7602, 0.3074], [-3.5882, -0.7914, -0.0949], [-4.0196, -0.3241, -1.7519], [-4.1302, 0.8646, -0.4396], [-2.7315, 1.9728, -2.1608], [-0.5339, 2.5608, -2.9653], [0.1446, 1.3131, -1.9117], [0.8540, 4.4273, -2.0335], [1.3635, 5.8680, -0.0639], [0.4401, 5.2190, 2.1651], [-0.9988, 3.1878, 2.3074], [0.4170, -2.2348, 0.1478], [0.8802, -2.8988, -1.0709], [0.5565, -2.3619, -2.3034], [0.9019, -3.0412, -3.4673], [1.5794, -4.2480, -3.3962], [1.9374, -4.7626, -2.1533], [1.5832, -4.0929, -0.9940], [1.9707, -5.1801, -4.8828], [1.2401, -6.4250, -4.6978], [1.4799, -4.3443, -5.9676], [3.4153, -5.3277, -4.8323], [1.0260, -2.4628, 0.9307], [-0.4936, -2.6221, 0.3854], [0.0240, -1.4193, -2.3561], [0.6508, -2.6523, -4.4456], [2.4778, -5.6998, -2.1113], [1.8446, -4.4999, -0.0223]],
  "atomic_forces_ev_per_a": [[0.20, -0.16, 0.14], [0.07, -0.09, 0.14], [0.02, 0.04, -0.04], [-0.03, 0.03, 0.03], [0.00, -0.03, -0.10], [-0.02, 0.03, -0.01], [0.10, 0.08, -0.10], [-0.20, -0.05, 0.06], [0.11, 0.02, -0.08], [-0.15, 0.02, 0.02], [-0.09, -0.11, 0.04], [0.10, -0.02, 0.02], [0.01, -0.01, -0.05], [-0.05, -0.02, 0.06], [0.03, 0.01, -0.05], [-0.03, 0.05, -0.02], [0.00, 0.00, 0.00], [0.01, 0.01, 0.01], [-0.01, -0.01, -0.01], [-0.01, 0.04, 0.06], [-0.07, 0.01, -0.02], [0.00, 0.09, -0.04], [-0.01, -0.01, 0.00], [0.01, 0.00, 0.00], [-0.01, -0.01, -0.01], [0.01, 0.01, 0.00], [-0.06, -0.03, -0.21], [-0.05, 0.05, 0.04], [-0.04, 0.04, -0.05], [0.05, -0.06, 0.05], [-0.03, 0.05, 0.11], [-0.05, 0.05, -0.08], [0.04, -0.03, 0.04], [0.01, -0.01, -0.02], [-0.03, -0.02, 0.00], [-0.02, 0.01, -0.03], [0.07, 0.00, 0.00], [0.09, 0.06, -0.03], [0.01, 0.01, 0.12], [0.03, -0.04, -0.01], [0.00, 0.00, 0.02], [0.00, 0.02, 0.01], [0.00, 0.00, -0.01]],
  "mulliken_charge": [0.20, -0.27, -0.13, -0.17, -0.30, -1.57, 0.95, -0.47, -0.07, -0.37, 0.61, -0.82, -0.30, -0.51, -0.32, -0.04, 0.36, 0.36, 0.43, 0.26, 0.37, -0.19, 0.35, 0.40, 0.38, 0.37, 0.04, 0.23, 0.45, -0.79, -0.12, -0.76, -0.82, 1.29, -0.69, -0.72, -0.69, 0.34, 0.33, 0.23, 0.51, 0.35, 0.32],
  "homo_energy_ev": -5.06,
  "lumo_energy_ev": 1.85,
  "orbital_gap_ev": 6.92,
  "total_charge": -1,
  "e_tot_ev": -82022.9841,
  "multiplicity": 1
}

***

{
  "formula": "C14H16Br3CaCsF5MgN3O12S",
  "method": "wB97M-V/def2-TZVPD",
  "elements": ["O", "N", "O", "C", "C", "C", "C", "O", "N", "H", "H", "H", "H", "H", "H", "Mg", "C", "O", "O", "O", "F", "Cs", "Ca", "C", "C", "C", "C", "C", "C", "N", "O", "O", "H", "H", "H", "H", "H", "C", "Br", "Br", "Br", "H", "F", "C", "F", "F", "F", "S", "O", "O", "O", "C", "O", "H", "H", "H", "H"],
  "coordinates": [[6.2592, 4.9051, -0.2343], [5.6312, 4.1798, -0.8646], [4.5173, 3.6344, -0.0877], [3.4115, 4.4636, -0.2719], [2.9105, 4.7338, -1.6801], [1.8407, 5.8400, -1.2901], [1.2907, 5.1406, 0.0007], [0.2917, 5.4303, 0.5858], [2.1941, 4.0772, 0.4177], [3.6602, 5.4251, 0.1848], [3.6431, 4.9936, -2.4560], [2.2365, 3.9043, -1.9761], [2.4036, 6.7162, -0.9965], [1.1361, 5.9860, -2.1206], [1.8982, 3.1786, 0.0512], [3.1063, 5.7678, -4.1862], [-3.0484, 5.8782, 1.3840], [-3.2923, 6.0497, 0.1799], [-2.9943, 4.7329, 1.9264], [-2.8379, 6.8078, 2.2244], [-4.8365, 5.5403, 3.1070], [0.5419, 3.5641, -4.2351], [-6.4279, 6.0580, 4.1337], [1.8232, -3.7656, -1.9956], [1.3300, -4.1790, -3.2269], [1.7032, -3.5142, -4.3842], [2.5718, -2.4420, -4.2869], [3.0736, -2.0203, -3.0690], [2.6940, -2.6878, -1.9204], [2.9731, -1.7189, -5.4973], [2.4988, -2.0603, -6.5571], [3.7408, -0.7851, -5.3546], [1.5247, -4.2732, -1.0788], [0.6499, -5.0171, -3.2828], [1.3142, -3.8283, -5.3410], [3.7474, -1.1794, -3.0093], [3.0740, -2.3667, -0.9599], [-0.0434, -5.1059, 2.4600], [1.1973, -5.9951, 3.6565], [0.8862, -4.1215, 1.0624], [-1.3327, -6.3240, 1.7244], [-0.5915, -4.3767, 3.0396], [1.9286, -7.5988, 4.9834], [-3.9019, -8.0913, 5.1918], [-4.6042, -9.2309, 5.2207], [-4.1016, -7.5374, 3.9845], [-4.4534, -7.2673, 6.0955], [-2.1124, -8.3790, 5.5249], [-1.7164, -9.2694, 4.4631], [-2.1063, -8.9641, 6.8423], [-1.5492, -7.0473, 5.4483], [-5.6211, 3.9104, -0.8884], [-6.0281, 2.7997, -0.0898], [-6.1549, 3.8749, -1.8358], [-5.8593, 4.8434, -0.3747], [-4.5471, 3.8595, -1.0792], [-5.5425, 2.8511, 0.7378]],
  "atomic_forces_ev_per_a": [[0.19, 0.08, 0.25], [0.25, 0.07, -0.56], [-0.82, -0.96, 0.30], [0.32, 0.61, 0.12], [-1.20, 0.71, 0.36], [1.29, -1.74, -0.15], [-0.92, 0.02, 0.26], [0.49, -0.20, -0.56], [0.29, 0.42, -0.02], [0.27, 0.28, -0.09], [0.05, -0.44, 1.04], [1.09, -0.16, -0.25], [-0.38, 0.63, -0.17], [-0.17, 0.44, 0.77], [-0.36, -0.27, 0.44], [0.31, 1.01, -1.43], [0.38, -0.04, 0.78], [-0.07, 0.06, -0.16], [0.64, -0.21, -0.79], [0.15, 0.09, -0.57], [-2.57, 0.37, 1.49], [-0.73, -0.59, -0.21], [1.47, -0.41, -0.90], [-0.03, -0.17, 0.06], [0.06, 0.11, 0.09], [-0.16, -0.16, -0.11], [-0.02, -0.16, 0.14], [0.14, 0.21, 0.17], [-0.09, -0.06, 0.03], [-0.16, 0.05, 0.25], [-0.04, -0.09, -0.20], [0.14, 0.25, -0.14], [0.18, 0.02, -0.73], [-0.01, -0.02, -0.01], [0.09, 0.07, -0.08], [0.05, -0.01, -0.14], [0.03, -0.01, 0.01], [-0.47, -0.07, 0.25], [0.39, -0.76, 0.37], [-0.16, 0.07, 0.61], [0.11, 0.06, -0.02], [-0.04, 0.08, -0.06], [-0.04, 0.56, -0.34], [0.01, -0.01, 0.02], [-0.05, -0.18, 0.00], [0.03, 0.08, -0.16], [-0.03, 0.13, 0.13], [0.54, -0.26, 0.03], [-0.18, -0.03, -0.29], [-0.25, 0.05, 0.22], [-0.09, 0.39, -0.11], [0.11, -0.20, 0.32], [-0.23, 0.03, -0.13], [-0.11, -0.13, 0.05], [0.18, 0.15, -0.17], [-0.04, 0.24, -0.01], [0.16, -0.03, -0.02]],
  "mulliken_charge": [-0.23, 0.22, -0.28, -0.26, -0.08, -0.35, 0.44, -0.45, -0.40, 0.40, -0.04, 0.04, 0.34, 0.39, 0.30, -0.22, 0.89, -0.56, -0.48, -0.54, -0.53, 1.21, 1.47, -0.15, -0.75, -0.32, 0.06, -0.34, -0.25, 1.03, -0.61, -0.64, 0.17, 0.40, 0.46, 0.48, 0.39, -0.28, 0.24, -0.08, 0.00, 0.32, -0.57, 0.60, -0.24, -0.23, -0.25, 1.18, -0.64, -0.66, -0.57, -0.43, -0.54, 0.29, 0.18, 0.18, 0.31],
  "homo_energy_ev": -5.67,
  "lumo_energy_ev": -4.62,
  "orbital_gap_ev": 1.05,
  "total_charge": 0,
  "e_tot_ev": -302778.9370,
  "multiplicity": 1
}

***

{
  "formula": "C14H16Cl4N2O3",
  "method": "wB97M-V/def2-TZVPD",
  "elements": ["Cl", "C", "C", "Cl", "C", "O", "C", "O", "C", "Cl", "C", "Cl", "C", "C", "C", "N", "C", "C", "C", "C", "C", "N", "O", "H", "H", "H", "H", "H", "H", "H", "H", "H", "H", "H", "H", "H", "H", "H", "H"],
  "coordinates": [[0.5603, 4.4513, 3.1235], [1.3011, 2.9090, 3.0786], [0.5319, 1.7786, 2.8917], [-1.1677, 1.8560, 2.9428], [1.1283, 0.4090, 3.0237], [0.6336, -0.4543, 3.7667], [2.6523, 0.3870, 2.7164], [3.2270, -0.6245, 2.3266], [3.3685, 1.5886, 3.1272], [5.0517, 1.4277, 3.2957], [2.7283, 2.8068, 3.2916], [3.6115, 4.1888, 3.7787], [-3.8924, 0.2523, -4.5558], [-2.7704, -0.3659, -3.7353], [-2.3076, 0.5308, -2.5847], [-1.0832, 0.0654, -1.9398], [-0.9282, -0.0918, -0.6073], [0.5098, -0.4393, -0.1708], [1.0323, -1.7205, -0.8446], [1.3692, -2.7143, 0.2750], [0.8914, -2.0668, 1.5767], [0.5236, -0.6613, 1.2846], [-1.8450, 0.0024, 0.2098], [-4.2098, -0.4465, -5.3309], [-4.7619, 0.4903, -3.9356], [-3.5584, 1.1727, -5.0492], [-3.1000, -1.3196, -3.3055], [-1.9156, -0.5838, -4.3870], [-2.1094, 1.5404, -2.9725], [-3.0762, 0.6015, -1.8067], [-0.2755, -0.0638, -2.5339], [1.1279, 0.4283, -0.4352], [0.2661, -2.1463, -1.5066], [1.9189, -1.4667, -1.4328], [0.8595, -3.6772, 0.1572], [2.4515, -2.8860, 0.3129], [-0.0036, -2.5579, 1.9852], [1.6789, -2.1353, 2.3278], [-0.4187, -0.4650, 1.6420]],
  "atomic_forces_ev_per_a": [[0.04, 0.08, 0.05], [-1.61, -1.49, -0.47], [0.43, 1.30, 0.68], [-0.09, -0.04, -0.23], [0.29, -1.29, 1.04], [0.86, 1.74, -0.53], [0.08, -1.99, 0.02], [-0.58, 1.71, 0.49], [-0.32, 2.09, 0.02], [0.34, 0.03, 0.07], [1.40, -1.88, -0.17], [-0.15, -0.13, -0.12], [0.05, 0.09, -0.03], [0.18, -0.20, 0.42], [0.01, 0.28, -0.03], [-0.10, 0.00, -0.26], [-0.56, -0.18, 0.56], [-0.54, 0.07, 0.37], [0.01, -0.11, -0.36], [0.06, 0.10, 0.19], [-0.46, -0.48, 0.44], [-0.13, 0.36, -0.66], [0.74, 0.02, -0.74], [-0.06, 0.08, 0.01], [0.10, -0.01, -0.06], [-0.09, -0.11, 0.10], [0.09, 0.06, -0.13], [-0.06, 0.00, 0.04], [-0.20, -0.08, 0.08], [0.20, 0.02, -0.18], [-0.09, 0.06, 0.18], [0.03, -0.10, 0.10], [0.26, 0.19, 0.04], [-0.17, -0.25, -0.07], [0.25, 0.19, -0.21], [-0.28, -0.04, 0.03], [0.31, -0.07, -0.22], [-0.42, 0.21, -0.09], [0.20, -0.20, -0.40]],
  "mulliken_charge": [-0.17, 0.06, 0.01, -0.12, 1.10, -0.63, 0.35, -0.64, -0.17, -0.15, 0.50, -0.15, -1.28, -0.20, -0.81, -0.13, 0.34, -0.13, -0.81, -0.59, -0.69, -0.27, -0.70, 0.36, 0.33, 0.32, 0.27, 0.32, 0.34, 0.33, 0.29, 0.33, 0.42, 0.32, 0.28, 0.28, 0.41, 0.36, 0.32],
  "homo_energy_ev": -8.83,
  "lumo_energy_ev": -1.59,
  "orbital_gap_ev": 7.24,
  "total_charge": 0,
  "e_tot_ev": -73988.6003,
  "multiplicity": 1
}